21
Properties=species:S:1:pos:R:3:forces:R:3:mulliken_charge:R:1 method="wB97M-V/def2-TZVPD" charge=0 smiles="C=NCCCCO.O" lumo_ev=0.75 relative_energy_ev=2.687 gap_ev=10.24
H 0.6229 -0.7708 1.6131 -0.5 0.6 -1.0 0.1979
H -1.1792 -1.8778 1.9397 -0.5 0.3 0.7 0.3181
N -0.5894 -0.8281 -1.8834 -0.9 0.2 0.6 -0.4667
C 0.7883 0.3136 1.6728 1.0 0.0 1.7 -0.4847
O -0.3221 1.0639 2.2077 -0.3 -0.6 -0.8 -0.5000
C -1.6534 -0.1779 -2.0901 -0.1 -0.7 0.0 -0.3602
H -0.9444 1.2035 1.4819 0.0 0.0 0.2 0.3395
H 1.6055 2.0720 0.9734 -0.5 -0.2 -0.6 0.2775
H 1.4487 0.3311 2.5401 0.5 0.3 -0.1 0.3421
H 1.1399 0.0746 -2.4894 0.1 -0.3 0.1 0.3089
H -1.4840 -2.3292 0.5148 -0.2 0.0 -0.3 0.2881
C 0.6247 1.1053 -0.7197 -0.6 0.9 -0.8 -0.4038
C 1.4476 1.0662 0.5229 0.2 0.9 1.5 -0.7955
C 0.6514 -0.1782 -1.5367 0.7 -0.3 -1.0 -0.4966
H -2.5617 -0.7783 -2.1388 -0.1 0.1 -0.5 0.2873
H 0.9204 1.9357 -1.3730 0.3 -0.1 0.2 0.3596
H -0.4075 1.4058 -0.4971 0.0 -0.3 0.2 0.3510
H 1.2578 -0.9698 -1.0789 0.0 0.4 0.1 0.3652
H -1.8036 0.8974 -2.2128 0.4 0.2 0.3 0.3159
O -0.7789 -2.2053 1.1467 0.5 -0.5 -0.5 -0.6248
H 2.4822 0.7983 0.3540 0.2 -0.8 -0.3 0.3811